Model A:
Computed, not measured: 2 unconnected molecules or ions with the total composition C7H9N, with ωB97M-V/def2-TZVPD.

M = 107.2 Da
LUMO level = 0.029 Ha
gap between HOMO and LUMO = 10.44 eV

Last column: Löwdin charge in e.
Element x y z (Å)
C: -1.70 0.25 0.76  -0.07
C: 4.80 0.46 -0.05  -0.12
C: -2.51 1.30 0.14  -0.07
N: -3.13 -1.55 0.00  0.07
H: -4.85 -0.87 -0.95  0.11
C: -3.64 0.75 -0.32  -0.13
H: -1.40 -1.85 0.60  0.10
C: 5.27 -0.71 -0.16  -0.13
H: 5.46 1.09 0.66  0.07
H: 3.79 0.84 -0.35  0.07
H: -2.17 2.34 0.12  0.11
H: -0.57 0.61 0.92  0.15
H: 6.28 -1.06 0.16  0.08
C: -2.09 -1.04 0.66  -0.21
H: -4.46 1.37 -0.83  0.13
C: -3.91 -0.60 -0.43  -0.18
H: 4.86 -1.31 -0.92  0.03

=====

Model B:
Computed, not measured: a single C7H9N molecule, with ωB97M-V/def2-TZVPD.

M = 107.2 Da
LUMO level = 0.031 Ha
gap between HOMO and LUMO = 7.09 eV

Last column: Löwdin charge in e.
Element x y z (Å)
H: -0.47 0.20 -3.29  0.19
C: -0.59 -1.22 1.02  -0.11
H: 0.83 1.97 -1.79  0.09
C: 0.31 1.08 -1.54  -0.04
C: -0.21 -0.81 -0.18  -0.26
H: -1.32 -2.11 1.07  0.14
H: -0.71 1.52 1.21  0.13
H: 0.87 -0.61 2.61  0.08
H: 1.70 0.34 -0.29  0.16
C: 0.60 0.39 -0.20  -0.36
H: -0.88 0.08 2.71  0.14
H: -0.99 -1.95 -2.02  0.08
C: 0.02 -0.36 2.02  -0.17
C: 0.31 1.00 1.08  -0.14
H: 1.26 1.57 1.45  0.13
N: -0.19 0.02 -2.28  -0.01
C: -0.54 -1.11 -1.58  -0.05

=====

Model C:
Computed, not measured: a single C7H9N molecule, with ωB97M-V/def2-TZVPD.

M = 107.2 Da
LUMO level = -0.064 Ha
gap between HOMO and LUMO = 5.06 eV

Last column: Löwdin charge in e.
Element x y z (Å)
H: -1.68 1.16 2.24  0.06
C: -1.02 -0.75 0.30  -0.11
H: 1.80 -2.23 -0.49  0.08
H: 3.34 -0.10 -0.35  0.08
H: 0.78 0.67 -1.27  0.14
C: -1.55 0.14 -0.95  0.13
H: -1.52 -1.70 0.18  0.12
H: -1.90 2.53 0.99  0.05
H: -1.66 -0.47 -1.82  0.10
C: 1.28 0.00 -0.55  -0.39
H: 0.94 -0.85 1.50  0.14
C: -1.95 1.48 1.24  0.06
H: 2.73 1.48 -0.41  0.07
N: 2.57 0.52 -0.13  0.07
C: 0.53 -0.74 0.50  -0.24
C: -1.70 0.55 0.31  -0.39
C: 1.09 -1.43 -0.66  0.03

=====

model A has the most favorable energy; the next structure is 1.136 eV above.

=====

Model A:
Computed, not measured: 2 unconnected molecules or ions with the total composition C7H9N, with ωB97M-V/def2-TZVPD.

M = 107.2 Da
LUMO level = 0.036 Ha
gap between HOMO and LUMO = 10.32 eV

Last column: Löwdin charge in e.
Element x y z (Å)
H: 2.33 1.36 2.08  0.09
H: 0.69 -1.46 0.02  0.08
H: -1.28 -2.58 0.52  0.10
H: 3.38 1.07 -0.28  0.10
C: -1.37 0.97 -0.96  -0.09
C: 1.92 0.81 1.17  -0.09
C: 2.46 0.43 0.05  -0.11
C: -0.20 0.30 -0.67  -0.14
H: -3.53 -1.06 0.36  0.11
C: -1.32 -1.56 0.19  -0.03
C: -0.16 -0.90 -0.05  -0.14
H: 0.73 0.78 -1.07  0.09
N: -2.55 0.40 -0.53  0.04
H: 1.88 -0.23 -0.67  0.05
C: -2.52 -0.80 0.00  -0.15
H: -1.36 1.90 -1.42  0.08
H: 0.92 0.58 1.26  0.00

=====

Model B:
Computed, not measured: 2 unconnected molecules or ions with the total composition C7H9N, with ωB97M-V/def2-TZVPD.

M = 107.2 Da
LUMO level = 0.036 Ha
gap between HOMO and LUMO = 10.41 eV

Last column: Löwdin charge in e.
Element x y z (Å)
H: -2.89 -1.72 0.59  0.09
C: 3.59 -0.49 -0.26  -0.09
H: 4.13 -1.47 0.07  0.09
C: -1.73 1.33 -0.10  -0.08
H: -1.92 2.33 -0.23  0.09
C: -0.13 -0.36 -0.38  -0.14
C: -0.45 0.94 -0.30  -0.11
H: 3.15 -0.60 -1.22  0.01
H: 0.41 1.54 -0.26  0.09
C: 3.37 0.59 0.52  -0.08
N: -0.95 -1.37 -0.02  0.07
H: 2.76 1.45 0.27  0.03
C: -2.54 0.29 0.19  -0.07
H: -3.57 0.62 0.31  0.11
C: -2.12 -1.05 0.33  -0.17
H: 0.85 -0.61 -0.92  0.11
H: 3.72 0.55 1.57  0.05

=====

model B has the most favorable energy; the next structure is 0.671 eV above.

=====

Model A:
Computed, not measured: a single C7H9N molecule, with ωB97M-V/def2-TZVPD.

M = 107.2 Da
LUMO level = 0.043 Ha
gap between HOMO and LUMO = 9.81 eV

Last column: Löwdin charge in e.
Element x y z (Å)
H: -2.51 -0.66 -1.12  0.09
C: -1.98 -0.56 -0.16  -0.09
H: -2.12 0.46 0.15  0.06
C: -0.02 1.07 1.02  -0.05
C: 0.17 -0.50 0.98  -0.25
H: -0.32 2.53 -0.65  0.11
H: -0.08 1.68 1.88  0.08
H: 2.27 -1.01 1.07  0.10
C: -0.11 1.54 -0.20  -0.02
H: -0.31 0.20 -2.09  0.16
H: -2.35 -1.24 0.65  0.10
H: 0.00 -1.06 1.89  0.14
C: 0.10 0.17 -1.03  -0.28
C: 1.49 -0.18 -0.79  -0.08
C: 1.53 -0.72 0.37  -0.05
H: 2.29 -0.21 -1.53  0.12
N: -0.57 -0.80 -0.20  -0.17

=====

Model B:
Computed, not measured: a molecular structure, C7H9N, with ωB97M-V/def2-TZVPD.

M = 107.2 Da
LUMO level = 0.017 Ha
gap between HOMO and LUMO = 8.80 eV

Last column: Löwdin charge in e.
Element x y z (Å)
H: -4.37 -0.40 -0.25  0.08
C: -0.09 -1.15 0.68  0.04
H: -0.28 -2.08 1.25  0.12
H: 1.39 -0.51 -1.93  0.16
C: 1.44 -0.98 0.25  -0.18
H: 1.72 -0.63 1.25  0.08
C: -0.77 -0.29 -0.18  -0.41
C: 1.41 0.18 -0.90  -0.14
H: -0.43 1.32 -1.30  0.17
H: 2.64 0.78 -0.94  0.20
H: 0.41 1.24 1.67  0.12
N: -0.11 1.63 0.75  0.05
C: -2.05 -0.30 -0.32  -0.15
H: 1.92 -1.92 -0.14  0.11
C: -3.24 -0.13 -0.17  0.14
C: 0.10 0.67 -0.51  -0.45
H: 0.30 2.58 0.79  0.05

=====

Model C:
Computed, not measured: a single C7H9N molecule, with ωB97M-V/def2-TZVPD.

M = 107.2 Da
LUMO level = 0.038 Ha
gap between HOMO and LUMO = 9.51 eV

Last column: Löwdin charge in e.
Element x y z (Å)
H: 1.51 -1.53 0.74  0.08
H: -1.25 0.59 -1.63  0.14
C: 0.71 1.28 -0.15  -0.12
H: 0.61 -1.69 -1.73  0.11
H: -0.91 -2.39 0.57  0.21
H: 1.26 2.12 -0.26  0.09
C: -0.04 0.54 -1.49  -0.05
H: -2.14 -0.40 1.32  0.18
C: -0.75 -1.27 0.01  -0.22
C: -0.28 1.02 0.91  -0.25
C: -1.31 -0.04 0.44  -0.22
N: 0.93 0.39 0.99  0.00
H: -0.36 1.77 1.68  0.14
H: -1.97 0.48 -0.32  0.10
C: 0.76 -0.91 0.49  -0.15
H: 0.71 0.40 -2.43  0.14
C: 0.23 -0.96 -1.03  -0.19

=====

Model D:
Computed, not measured: a single C7H9N molecule, with ωB97M-V/def2-TZVPD.

M = 107.2 Da
LUMO level = 0.040 Ha
gap between HOMO and LUMO = 9.92 eV

Last column: Löwdin charge in e.
Element x y z (Å)
C: -0.78 1.36 0.46  -0.04
H: -1.55 1.98 0.95  0.11
N: 1.29 -0.52 0.90  0.00
C: -0.10 -0.38 -0.90  -0.25
C: -0.35 -0.94 -2.08  0.06
H: 1.73 0.08 1.62  0.11
H: -0.30 -0.70 2.32  0.11
C: -0.11 -0.87 1.26  -0.19
H: 2.05 0.55 -0.87  0.14
C: -1.08 -0.14 0.29  -0.19
H: 1.05 2.48 0.10  0.11
C: 1.12 0.35 -0.35  -0.25
H: -2.14 -0.44 0.30  0.15
C: 0.45 1.59 0.03  -0.09
H: -1.37 -1.31 -2.33  0.07
H: -0.26 -1.95 1.14  0.11
H: 0.35 -1.14 -2.85  0.05

=====

model D has the most favorable energy; the next structure is 0.934 eV above.

=====

Model A:
Computed, not measured: a single C7H9N molecule, with ωB97M-V/def2-TZVPD.

M = 107.2 Da
LUMO level = 0.037 Ha
gap between HOMO and LUMO = 8.56 eV

Last column: Löwdin charge in e.
Element x y z (Å)
H: -2.07 -1.95 -0.05  0.12
C: -2.37 -0.78 0.06  -0.08
H: 2.48 0.02 1.49  0.14
H: 0.45 2.85 0.05  0.07
H: 1.38 -2.32 0.47  0.12
C: -1.04 -0.02 0.06  -0.30
C: 2.28 0.11 0.23  -0.09
C: 0.25 1.84 -0.02  -0.07
H: -2.97 -0.51 1.10  0.11
H: 1.79 -1.74 -1.28  0.11
C: 1.35 -1.38 -0.26  -0.04
H: 3.39 0.60 -0.13  0.13
H: -2.00 1.81 -0.47  0.10
C: 0.27 -0.40 -0.22  -0.25
C: -1.08 1.33 -0.17  -0.07
H: -3.18 -0.26 -0.59  0.08
N: 1.06 0.79 -0.28  -0.09

=====

Model B:
Computed, not measured: a single C7H9N molecule, with ωB97M-V/def2-TZVPD.

M = 107.2 Da
LUMO level = 0.000 Ha
gap between HOMO and LUMO = 9.01 eV

Last column: Löwdin charge in e.
Element x y z (Å)
H: -0.11 1.58 0.79  0.16
C: 1.37 0.91 -0.75  0.04
H: 0.33 -2.22 1.09  0.08
H: -2.14 0.84 -0.71  0.11
N: 3.82 0.44 -0.63  0.12
C: 0.02 -0.55 -0.05  -0.38
H: -0.94 -1.03 1.91  0.12
C: 1.35 -0.61 -0.75  0.13
C: -0.04 0.96 -0.16  -0.33
C: 0.04 -1.21 1.32  -0.07
C: 2.56 0.31 -0.54  -0.35
H: -0.91 -1.04 -0.48  0.15
C: -1.20 1.43 -1.08  -0.06
H: -0.80 1.03 -2.07  0.10
H: 0.75 -0.87 2.01  0.05
H: 4.39 -0.37 -0.45  0.05
H: -1.46 2.52 -1.03  0.08

=====

model A has the most favorable energy; the next structure is 1.102 eV above.

=====

Model A:
Computed, not measured: a single C7H9N molecule, with ωB97M-V/def2-TZVPD.

M = 107.2 Da
LUMO level = 0.038 Ha
gap between HOMO and LUMO = 8.76 eV

Last column: Löwdin charge in e.
Element x y z (Å)
H: 0.23 -0.64 -3.19  0.04
C: 0.49 -0.73 2.06  -0.04
H: 0.73 0.09 2.72  0.08
C: 0.19 0.13 -0.36  -0.24
N: -0.50 1.21 -0.90  0.04
H: -0.26 -1.35 2.56  0.08
C: 0.83 -1.12 -2.45  -0.01
H: 1.41 -1.58 -0.48  0.11
H: 1.30 -1.38 1.80  0.06
H: -1.58 1.21 2.19  0.10
C: -1.29 1.84 0.04  -0.10
C: -1.18 1.07 1.18  -0.05
C: -0.16 0.07 0.98  -0.26
C: 0.85 -0.89 -1.15  -0.12
H: -0.53 1.33 -1.94  0.17
H: -2.00 2.62 -0.18  0.10
H: 1.46 -1.89 -2.88  0.05

=====

Model B:
Computed, not measured: a single C7H9N molecule, with ωB97M-V/def2-TZVPD.

M = 107.2 Da
LUMO level = 0.035 Ha
gap between HOMO and LUMO = 8.70 eV

Last column: Löwdin charge in e.
Element x y z (Å)
H: 2.54 -0.61 1.12  0.13
C: -1.14 1.24 0.44  -0.07
H: 0.46 2.79 0.92  0.15
H: -1.62 -2.22 -0.99  0.12
H: -0.89 -0.96 1.02  0.17
C: -0.17 -0.55 -1.00  -0.31
N: 1.25 0.85 1.12  -0.01
H: 1.73 -1.96 -0.80  0.08
H: -2.08 1.85 0.22  0.12
C: 1.20 -1.05 -0.62  -0.05
H: -2.22 -0.90 -1.98  0.12
C: 1.67 -0.36 0.43  -0.14
C: 0.10 1.64 0.88  -0.17
C: -1.19 -0.29 0.10  -0.23
H: 1.94 1.20 1.76  0.10
H: -0.08 0.42 -1.49  0.13
C: -1.51 -1.09 -1.12  -0.12

=====

model A has the most favorable energy; the next structure is 3.113 eV above.